ORCA calculation (ωB97M-V/def2-TZVPD) on a cluster of 2 separate species, C4H7NO in total.

Atoms and positions in Å:
C1 2.01994 -0.07888 -0.36555
C2 0.84875 0.70853 -0.87871
O1 0.48516 1.77461 -0.43958
N1 -0.81346 -0.90479 0.99613
C3 -1.73583 -0.91766 0.14748
C4 -1.86777 0.19394 1.06166
H1 2.77004 -0.18911 -1.15749
H2 2.45939 0.42401 0.49759
H3 1.68168 -1.07995 -0.07784
H4 -2.04563 -1.50105 -0.71146
H5 0.30376 0.24128 -1.72929
H6 -2.56804 0.14107 1.89376
H7 -1.53801 1.18801 0.76331

Atoms 1-6, force components in eV/Å:
0.03 0.07 0.10
-0.01 0.20 0.09
0.16 -0.42 -0.21
-0.33 -0.16 -0.39
0.34 -0.09 0.22
-0.18 0.33 0.16

Electronic energy, eV: -7796.3185
HOMO-LUMO gap, eV: 10.924
Spin multiplicity: 1
SMILES string: C1=NC1.CC=O
Energy above the lowest of the compared OMol25 structures with the same formula, charge and spin, kcal per mole: 76.7
F_max, eV/Å: 0.54